[1]
The following is a quantum chemistry calculation of a molecular structure, C4H6CuMgO5 in a non-equilibrium geometry, from the Open Molecules 2025 dataset.

Cartesian coordinates (Å):
C (-1.962, -0.622, -2.489)
O (-2.287, 0.304, -1.801)
O (-1.921, -0.942, -3.611)
Mg (-3.403, 2.070, -2.440)
O (0.404, 2.234, 1.521)
O (0.622, 0.113, -1.135)
C (0.631, -1.124, -0.551)
C (1.237, -0.849, 0.837)
O (0.294, -0.043, 1.545)
C (0.763, 1.153, 2.254)
Cu (-0.292, 1.280, 0.038)
H (0.298, -1.702, -1.668)
H (-0.073, -1.936, -0.257)
H (2.184, -0.292, 0.747)
H (1.397, -1.794, 1.378)
H (0.254, 1.111, 3.234)
H (1.854, 1.040, 2.399)

Forces on atoms 1 to 6 (eV/Å):
-1.12 3.34 -4.35
0.15 -0.81 2.25
0.93 -2.15 2.04
0.07 -0.12 0.07
-0.35 -0.01 -0.28
-2.81 0.98 -0.24

Computed properties:
highest occupied orbital energy (spin up / spin down) = -11.90 / -11.47 eV
DFT total energy = -64552.294 eV
frontier orbital gap (spin up / spin down) = 5.7 / 4.5 eV
charge = +1
2S+1 = 3

Atom charges from the Löwdin analysis, given in e for atoms 1 to 8: C -0.33; O -0.10; O 0.27; Mg 1.11; O -0.22; O -0.23; C -0.31; C -0.18

[2]
The following is a quantum chemistry calculation of H7NSi2 in the gas phase in a non-equilibrium geometry, from the Open Molecules 2025 dataset.

Cartesian coordinates (Å):
N (1.527, -1.013, 0.510)
Si (0.738, 0.361, -0.155)
Si (-1.554, 0.089, 0.158)
H (1.422, -1.730, -0.185)
H (2.435, -0.965, 0.952)
H (0.935, 0.434, -1.628)
H (1.501, 1.788, 0.293)
H (-1.940, -0.314, -1.301)
H (-1.818, -1.148, 0.825)
H (-2.806, 0.851, 0.648)

Forces on atoms 1 to 6 (eV/Å):
-0.32 0.38 0.01
1.46 2.97 0.52
-1.88 0.07 -1.53
0.53 -0.78 0.20
-0.15 -0.14 -0.28
-0.22 -0.18 0.04

Computed properties:
highest occupied orbital energy = -9.73 eV
DFT total energy = -17357.614 eV
frontier orbital gap = 10.4 eV
SMILES = N[SiH2][SiH3]

Atom charges from the Löwdin analysis, given in e for atoms 1 to 8: N -0.20; Si 0.27; Si 0.42; H 0.01; H 0.02; H -0.09; H -0.05; H -0.11

[3]
The following is a quantum chemistry calculation of C4H10OS in the gas phase in a non-equilibrium geometry, from the Open Molecules 2025 dataset.

Cartesian coordinates (Å):
O (0.949, -1.813, 0.914)
C (0.562, -1.770, -0.568)
C (0.361, -0.299, -1.167)
C (-0.650, 0.277, -0.185)
C (-0.173, 1.400, 0.761)
S (-1.864, 2.232, 1.085)
H (1.843, -2.124, 1.001)
H (-0.444, -2.235, -0.692)
H (1.283, -2.257, -1.121)
H (1.354, 0.118, -1.106)
H (-0.057, -0.407, -2.187)
H (-1.522, 0.603, -0.778)
H (-1.028, -0.569, 0.366)
H (0.527, 2.134, 0.221)
H (0.436, 1.375, 1.655)
H (-1.576, 3.334, 1.799)

Forces on atoms 1 to 6 (eV/Å):
-1.60 0.70 -2.50
-1.39 1.50 1.47
0.32 -2.56 1.89
0.04 0.51 -0.08
-0.38 2.88 -1.63
0.93 -0.17 0.07

Computed properties:
highest occupied orbital energy = -8.83 eV
DFT total energy = -17191.208 eV
frontier orbital gap = 9.7 eV
SMILES = OCCCCS

Atom charges from the Löwdin analysis, given in e for atoms 1 to 8: O -0.09; C -0.18; C -0.16; C -0.35; C -0.47; S 0.65; H 0.06; H 0.12

[4]
The following is a quantum chemistry calculation of C3H5NO2S in the gas phase in a non-equilibrium geometry, from the Open Molecules 2025 dataset.

Cartesian coordinates (Å):
C (0.571, -1.662, -0.555)
O (-0.536, -0.880, -0.224)
N (-0.210, 0.429, 0.157)
C (-0.536, 1.312, -0.880)
O (-0.557, 1.172, -2.070)
C (-0.261, 0.882, 1.400)
S (-0.477, 0.050, 2.734)
H (0.342, -2.747, -0.418)
H (0.943, -1.376, -1.578)
H (1.233, -1.599, 0.411)
H (-0.668, 2.431, -0.567)
H (0.157, 1.989, 1.589)

Forces on atoms 1 to 6 (eV/Å):
2.17 -0.72 2.14
-1.78 0.54 0.93
-0.67 -0.53 -3.82
0.67 4.07 -0.69
-0.13 -1.67 0.44
1.82 2.55 2.59

Computed properties:
highest occupied orbital energy = -9.06 eV
DFT total energy = -19608.758 eV
frontier orbital gap = 8.9 eV
SMILES = CON(C=O)C=S

Atom charges from the Löwdin analysis, given in e for atoms 1 to 8: C -0.08; O -0.15; N -0.16; C -0.27; O 0.09; C -0.75; S 0.71; H 0.10

Record order is preserved below.
Energy relative to the best compared isomer or geometry (same formula, charge and spin): 661.44; 4.83; 156.06; 362.11 kJ/mol